1.
Below is the molecule C4H3NO3S at a distorted geometry, with properties calculated with wB97M-V/def2-TZVPD.

Highest occupied orbital energy (alpha / beta) in eV: -9.22 / -9.02
HOMO-LUMO gap (alpha / beta) in eV: 7.3349 / 7.2231
Energy relative to the best compared isomer or geometry (same formula, charge and spin) in eV: 4.987

```
12
Properties=species:S:1:pos:R:3:nbo_charge:R:1
C 0.45 0.96 -0.50 -0.4176
C 0.43 -0.38 -0.29 0.2328
C -1.59 -0.41 0.90 0.3173
C -0.65 1.79 -0.32 -0.1218
N -1.92 0.78 0.89 -0.3730
O -1.77 4.11 0.43 -0.8444
O 0.44 4.10 -0.65 -0.8788
O -0.57 -1.07 0.29 -0.4528
S -0.53 3.44 0.19 1.8765
H 1.34 1.38 -0.95 0.2590
H 1.24 -1.03 -0.58 0.2107
H -2.19 -1.13 1.47 0.1922
```

=====

2.
Below is a cluster of 2 separate species, C4H3O2 in total at a distorted geometry, with properties calculated with wB97M-V/def2-TZVPD.

Highest occupied orbital energy in eV: -2.17
HOMO-LUMO gap in eV: 6.6170
Net charge: -1
Energy relative to the best compared isomer or geometry (same formula, charge and spin) in eV: 2.611

```
9
Properties=species:S:1:pos:R:3:nbo_charge:R:1
C 0.29 1.35 -0.46 -0.2335
C 0.09 1.25 0.84 -0.2873
C 0.20 -1.92 -0.28 0.9206
C -0.52 0.12 0.03 -0.4986
O -0.80 -2.61 -0.05 -0.7109
O 1.40 -1.85 -0.56 -0.7130
H 0.74 2.07 -1.16 0.1905
H 0.12 1.28 1.94 0.2096
H -1.52 0.31 -0.30 0.1226
```

=====

3.
Below is the ion C4H3O2 with charge +1 at a distorted geometry, with properties calculated with wB97M-V/def2-TZVPD.

Highest occupied orbital energy (alpha / beta) in eV: -15.31 / -15.31
HOMO-LUMO gap (alpha / beta) in eV: 8.0816 / 8.0822
Net charge: +1
Energy relative to the best compared isomer or geometry (same formula, charge and spin) in eV: 1.011

```
9
Properties=species:S:1:pos:R:3:nbo_charge:R:1
C -0.10 0.23 0.28 0.0307
C 1.20 -0.11 0.37 -0.5352
C -0.82 1.44 -0.23 0.3607
C 2.36 0.55 0.15 0.9241
O 3.32 1.05 -0.16 -0.2034
O -1.23 2.48 0.18 -0.3730
H -0.96 -0.41 0.56 0.2864
H 1.27 -1.20 0.73 0.3495
H -1.07 1.09 -1.34 0.1601
```

=====

4.
Below is the ion C4H3O2 with charge +1 at a distorted geometry, with properties calculated with wB97M-V/def2-TZVPD.

Highest occupied orbital energy in eV: -15.51
HOMO-LUMO gap in eV: 7.8336
Net charge: +1
Energy relative to the best compared isomer or geometry (same formula, charge and spin) in eV: 5.561

```
9
Properties=species:S:1:pos:R:3:nbo_charge:R:1
C -1.71 -1.76 -1.23 0.2660
C -0.85 -1.25 -0.50 -0.2952
C 1.03 1.25 0.74 0.1834
C 0.12 -0.50 0.01 0.8523
O 0.02 1.41 -0.19 -0.4938
O 1.00 -0.17 0.84 -0.3336
H -2.34 -2.56 -1.79 0.3286
H 0.70 1.98 1.68 0.2636
H 2.04 1.61 0.43 0.2287
```

=====

5.
Below is the molecule C4H3O2P at a distorted geometry, with properties calculated with wB97M-V/def2-TZVPD.

Highest occupied orbital energy (alpha / beta) in eV: -9.26 / -9.26
HOMO-LUMO gap (alpha / beta) in eV: 6.8614 / 6.8608
SMILES: O=C/C=C\C#P=O
Energy relative to the best compared isomer or geometry (same formula, charge and spin) in eV: 3.908

```
10
Properties=species:S:1:pos:R:3:nbo_charge:R:1
O 1.90 0.36 -0.18 -0.5189
C 1.57 -0.74 0.26 0.3550
C 0.26 -1.19 0.36 -0.3761
C -0.85 -0.43 0.14 -0.2283
C -0.95 0.88 -0.32 -0.3129
P -1.64 2.30 -0.71 1.4039
O -0.87 3.50 -1.03 -0.9657
H 2.42 -1.51 0.42 0.1345
H -0.02 -2.16 0.74 0.2251
H -1.80 -1.01 0.32 0.2834
```

=====

6.
Below is a structure of composition C4H3O2Tb at a distorted geometry, with properties calculated with wB97M-V/def2-TZVPD.

Highest occupied orbital energy (alpha / beta) in eV: -26.60 / -27.31
HOMO-LUMO gap (alpha / beta) in eV: 8.7090 / 6.4056
Spin multiplicity: 7
Net charge: +4
Expectation value of S²: 12.546

```
10
Properties=species:S:1:pos:R:3:lowdin_spin:R:1
H 2.05 -1.49 -0.23 0.0040
O -2.93 -0.75 -0.17 0.0722
C -1.97 -0.01 -0.12 0.2207
C -1.09 0.94 -0.02 0.0775
C 0.29 0.72 0.25 0.2136
C 1.38 0.22 0.30 0.2911
O 2.39 -0.56 -0.03 0.1924
Tb 4.82 -0.11 -0.73 4.9201
H -3.42 -0.91 0.67 0.0105
H -1.53 1.95 0.06 -0.0020
```

=====

7.
Below is a structure of composition C4H3O5Sn at a distorted geometry, with properties calculated with wB97M-V/def2-TZVPD.

Highest occupied orbital energy (alpha / beta) in eV: -7.14 / -10.05
HOMO-LUMO gap (alpha / beta) in eV: 7.1301 / 9.0183
Spin multiplicity: 2
Energy relative to the best compared isomer or geometry (same formula, charge and spin) in eV: 0.000
Expectation value of S²: 0.756

```
13
Properties=species:S:1:pos:R:3:nbo_charge:R:1
O 3.31 0.42 1.27 -0.4670
C 2.45 0.79 0.53 0.2336
C 0.11 -0.91 -0.85 0.4112
C -1.14 -1.22 -0.05 -0.1548
O -1.87 -0.02 0.20 -0.4868
C -1.19 1.12 0.14 0.9909
O -0.17 1.06 -0.66 -0.7897
O -1.25 2.01 1.00 -0.6565
O 1.24 -1.12 -0.29 -0.6147
H 0.06 -0.93 -1.95 0.1531
H -0.85 -1.65 0.92 0.2138
H -1.78 -1.93 -0.59 0.2112
Sn 1.06 2.38 0.32 0.9556
```

=====

8.
Below is a structure of composition C4H3OSc at a distorted geometry, with properties calculated with wB97M-V/def2-TZVPD.

Highest occupied orbital energy (alpha / beta) in eV: -11.73 / -11.77
HOMO-LUMO gap (alpha / beta) in eV: 5.3772 / 5.1321
Spin multiplicity: 2
Net charge: +1
Energy relative to the best compared isomer or geometry (same formula, charge and spin) in eV: 2.619
Expectation value of S²: 0.754

```
9
Properties=species:S:1:pos:R:3:nbo_charge:R:1
C -3.10 1.29 0.11 -0.2331
C -3.14 0.26 -0.55 -0.2407
H -2.65 1.88 0.90 0.2340
H -3.48 -0.38 -1.36 0.2416
C -0.91 -1.42 0.02 -0.3272
C 0.18 -0.90 0.24 0.2965
O 1.25 -0.31 0.45 -0.8683
Sc 3.23 0.08 0.14 1.6413
H -1.56 -2.28 -0.03 0.2559
```

=====

9.
Below is a structure of composition C4H3OSn at a distorted geometry, with properties calculated with wB97M-V/def2-TZVPD.

Highest occupied orbital energy (alpha / beta) in eV: -20.97 / -20.73
HOMO-LUMO gap (alpha / beta) in eV: 8.9394 / 6.1987
Spin multiplicity: 2
Net charge: +2
Expectation value of S²: 0.763

```
9
Properties=species:S:1:pos:R:3:lowdin_spin:R:1
C -0.30 -1.40 -0.27 0.1121
C -1.56 -0.87 -0.51 0.0349
C -0.61 -0.07 -0.01 0.0444
H -2.57 -1.08 -0.84 0.0001
C 0.58 1.07 0.37 0.0342
O 1.78 0.51 0.26 0.2914
Sn 1.76 -1.54 -0.18 0.4670
H 0.42 1.39 1.43 0.0104
H 0.49 1.99 -0.24 0.0056
```

=====

10.
Below is a structure of composition C4H3OTb at a distorted geometry, with properties calculated with wB97M-V/def2-TZVPD.

Highest occupied orbital energy (alpha / beta) in eV: -18.23 / -17.30
HOMO-LUMO gap (alpha / beta) in eV: 7.7264 / 7.8665
Spin multiplicity: 7
Net charge: +2
Energy relative to the best compared isomer or geometry (same formula, charge and spin) in eV: 0.000
Expectation value of S²: 13.054

```
9
Properties=species:S:1:pos:R:3:lowdin_spin:R:1
C -2.24 0.69 -0.02 -0.3429
C -1.03 0.15 -0.13 -0.0568
C 0.10 -0.43 -0.07 -0.1841
C 1.29 -1.04 -0.07 -0.1935
O 2.44 -0.49 0.24 -0.0838
Tb 3.58 1.36 0.38 6.8912
H -2.36 1.69 0.40 -0.0129
H -3.13 0.16 -0.36 -0.0121
H 1.34 -2.10 -0.37 -0.0050
```

=====

11.
Below is a cluster of 2 separate species, C4H4 in total at a distorted geometry, with properties calculated with wB97M-V/def2-TZVPD.

Highest occupied orbital energy in eV: -10.31
HOMO-LUMO gap in eV: 11.1575
SMILES: C#C.C#C
Energy relative to the best compared isomer or geometry (same formula, charge and spin) in eV: 4.214

```
8
Properties=species:S:1:pos:R:3:nbo_charge:R:1
C 3.64 -0.57 -0.04 -0.2647
C 3.38 0.66 -0.07 -0.2786
H 4.04 -1.58 -0.20 0.2485
H 2.60 1.69 0.28 0.2949
C -2.83 -0.33 0.15 -0.2151
C -4.01 0.14 -0.20 -0.2121
H -1.82 -0.38 0.25 0.2140
H -5.00 0.37 -0.17 0.2131
```

=====

12.
Below is a structure of composition C4H4 at a distorted geometry, with properties calculated with wB97M-V/def2-TZVPD.

Highest occupied orbital energy in eV: -7.98
HOMO-LUMO gap in eV: 8.5945
Energy relative to the best compared isomer or geometry (same formula, charge and spin) in eV: 3.651

```
8
Properties=species:S:1:pos:R:3:nbo_charge:R:1
C 1.04 0.55 0.83 -0.2272
C 0.46 -0.64 0.68 -0.0708
C -0.13 -0.91 -0.54 -0.3574
C -0.13 0.94 0.04 -0.1946
H 1.60 0.96 1.69 0.2421
H 0.33 -1.24 -1.42 0.2318
H -1.18 -1.23 -0.64 0.2109
H -1.05 1.19 0.56 0.1652
```

=====

13.
Below is a structure of composition C4H4 at a distorted geometry, with properties calculated with wB97M-V/def2-TZVPD.

Highest occupied orbital energy in eV: -9.29
HOMO-LUMO gap in eV: 9.6139
Energy relative to the best compared isomer or geometry (same formula, charge and spin) in eV: 2.789

```
8
Properties=species:S:1:pos:R:3:nbo_charge:R:1
C -1.32 0.50 0.22 -0.4955
C -1.42 -0.76 -0.13 0.1193
C 1.07 -0.61 0.11 -0.2728
C 0.11 0.38 -0.23 -0.1986
H -1.71 1.39 0.43 0.2490
H 0.90 -1.36 0.82 0.2028
H 2.01 -0.63 -0.29 0.1905
H 0.37 1.09 -0.94 0.2054
```

=====

14.
Below is a cluster of 16 separate species, C4H40O16 in total at a distorted geometry, with properties calculated with wB97M-V/def2-TZVPD.

Highest occupied orbital energy in eV: -5.76
HOMO-LUMO gap in eV: 4.4172
Energy relative to the best compared isomer or geometry (same formula, charge and spin) in eV: 9.688

```
60
Properties=species:S:1:pos:R:3:nbo_charge:R:1
O -0.23 1.77 2.87 -0.8167
H -0.77 1.11 2.29 0.5620
H 0.76 1.59 2.75 0.5662
H -0.45 1.67 3.81 0.5345
O -3.52 -1.62 2.22 -0.8141
H -4.36 -1.28 1.86 0.5527
H -3.50 -1.70 3.19 0.5561
H -2.72 -1.07 1.82 0.5531
C 0.15 0.66 -0.09 -0.6530
C -1.17 -0.05 0.11 0.1128
C -1.15 -1.39 -0.61 -0.6484
O -1.52 -0.16 1.48 -0.9766
H 0.41 0.60 -1.15 0.2199
H 0.98 0.20 0.45 0.2054
H 0.11 1.72 0.20 0.2110
H -1.93 0.58 -0.39 0.1366
H -1.22 -1.22 -1.68 0.2207
H -1.94 -2.09 -0.32 0.2030
H -0.23 -1.96 -0.46 0.2075
C 2.71 -1.88 1.88 -0.1820
O 3.63 -2.49 2.67 -0.9342
H 2.81 -2.25 0.83 0.0979
H 1.69 -2.15 2.22 0.0669
H 2.91 -0.78 1.77 0.0088
O -1.82 -2.59 -4.04 -0.9612
H -1.36 -3.44 -4.03 0.4597
H -1.18 -1.97 -3.64 0.4888
O 2.39 1.35 3.09 -0.9778
H 2.78 1.47 3.96 0.4982
H 2.70 0.47 2.79 0.5161
O 3.56 0.00 -0.93 -0.9880
H 2.98 -0.40 -0.27 0.4923
H 4.43 -0.02 -0.51 0.4884
O -1.64 4.17 0.90 -0.9607
H -1.48 3.75 0.05 0.4801
H -2.19 3.53 1.37 0.4707
O 2.86 1.50 -2.43 -0.9652
H 2.35 0.74 -2.12 0.4845
H 3.76 1.19 -2.50 0.4808
O -3.31 2.05 2.26 -0.9770
H -2.83 1.24 2.02 0.4852
H -3.88 2.22 1.49 0.4831
O 1.57 3.52 -0.99 -0.9611
H 1.92 2.67 -0.70 0.4894
H 2.15 3.78 -1.72 0.4929
O -0.59 -3.58 2.34 -0.9496
H -1.11 -2.93 1.85 0.4533
H 0.32 -3.25 2.30 0.4875
O 0.55 -1.19 -3.67 -0.9917
H 1.02 -1.70 -2.98 0.5041
H 1.17 -1.12 -4.40 0.4857
O -1.13 2.79 -1.83 -0.9953
H -0.19 2.98 -1.60 0.5080
H -1.08 2.26 -2.64 0.4745
O -3.65 0.56 -1.79 -0.9452
H -3.81 1.14 -2.55 0.4768
H -2.70 0.60 -1.65 0.4630
O 1.95 -2.81 -1.81 -0.9595
H 2.75 -3.35 -1.88 0.4957
H 1.28 -3.41 -1.44 0.4835
```

=====

15.
Below is the molecule C4H4BClN2O2 at a distorted geometry, with properties calculated with wB97M-V/def2-TZVPD.

Highest occupied orbital energy (alpha / beta) in eV: -6.78 / -6.78
HOMO-LUMO gap (alpha / beta) in eV: 6.8528 / 6.8504
Energy relative to the best compared isomer or geometry (same formula, charge and spin) in eV: 0.803

```
14
Properties=species:S:1:pos:R:3:nbo_charge:R:1
B -1.93 -0.15 0.60 0.9554
C 1.43 -1.72 -0.55 -0.0040
C 1.33 1.53 -0.77 -0.2051
C -0.71 0.43 -0.04 0.0572
C 2.36 0.52 -0.76 0.0974
N 0.16 1.16 -0.40 -0.2023
N 2.07 -0.68 -0.46 -0.3590
O -1.86 -1.40 1.16 -0.8702
O -3.06 0.62 0.57 -0.8697
Cl 4.00 0.98 -1.05 0.0189
H 1.21 -2.32 0.32 0.1659
H 1.51 2.54 -1.09 0.2330
H -2.66 -1.71 1.57 0.4913
H -3.85 0.21 0.91 0.4913
```

=====

16.
Below is a structure of composition C4H4Br2ClN at a distorted geometry, with properties calculated with wB97M-V/def2-TZVPD.

Highest occupied orbital energy (alpha / beta) in eV: -7.74 / -8.36
HOMO-LUMO gap (alpha / beta) in eV: 6.9029 / 7.7510
Energy relative to the best compared isomer or geometry (same formula, charge and spin) in eV: 3.776

```
12
Properties=species:S:1:pos:R:3:nbo_charge:R:1
C -1.13 0.17 0.78 0.0660
C -1.10 -0.30 -1.53 -0.0910
C 0.35 0.27 1.01 -0.3387
C 1.22 -0.21 -0.08 -0.2902
N -1.61 0.07 -0.40 -0.3455
Cl 0.79 1.99 1.52 -0.0997
Br 2.31 0.89 -1.05 0.1783
Br 1.94 -1.94 0.27 0.0905
H -1.83 0.14 1.54 0.2034
H -1.34 0.13 -2.41 0.1863
H -0.20 -0.97 -1.48 0.1945
H 0.60 -0.23 1.83 0.2461
```

=====

17.
Below is a structure of composition C4H4Br2NO2S at a distorted geometry, with properties calculated with wB97M-V/def2-TZVPD.

Highest occupied orbital energy in eV: -4.06
HOMO-LUMO gap in eV: 6.9014
Net charge: -1

```
14
Properties=species:S:1:pos:R:3:nbo_charge:R:1
C -0.79 -1.38 0.87 0.2231
C 1.37 -0.01 -0.93 -0.6507
C 0.44 0.72 0.02 -0.4093
C -0.33 -0.10 1.30 -0.1712
N -0.90 -2.53 0.95 -0.3692
O -0.91 0.81 -2.33 -1.0353
O -1.85 -0.53 -0.61 -0.9913
S -1.30 0.82 -0.93 1.5154
Br -1.89 0.95 1.97 0.0286
Br 0.72 0.04 3.02 -0.0115
H 0.81 -0.72 -1.54 0.2469
H 1.73 0.74 -1.68 0.2281
H 2.23 -0.43 -0.46 0.2032
H 0.67 1.63 0.37 0.1932
```

=====

18.
Below is a structure of composition C4H4BrCl3O at a distorted geometry, with properties calculated with wB97M-V/def2-TZVPD.

Highest occupied orbital energy in eV: -9.22
HOMO-LUMO gap in eV: 8.1550
Energy relative to the best compared isomer or geometry (same formula, charge and spin) in eV: 2.020

```
13
Properties=species:S:1:pos:R:3:nbo_charge:R:1
C 0.64 0.31 -0.57 0.5752
C 4.03 0.86 0.12 -0.2324
C -0.82 0.04 -0.71 -0.7521
C 0.83 1.35 0.51 -0.3823
O 1.55 -0.09 -1.26 -0.5093
Cl 4.81 0.53 -1.32 0.1035
Cl 0.11 0.72 1.96 0.0087
Cl 0.30 2.97 0.07 0.0053
Br 4.58 -0.22 1.51 0.1333
H -0.93 -0.53 -1.66 0.2541
H -1.28 0.96 -0.39 0.2487
H -1.05 -0.77 0.04 0.2560
H 1.95 1.53 0.69 0.2913
```

=====

19.
Below is a cluster of 2 separate species, C4H4BrO2 in total at a distorted geometry, with properties calculated with wB97M-V/def2-TZVPD.

Highest occupied orbital energy in eV: -2.50
HOMO-LUMO gap in eV: 6.1647
Net charge: -1
Energy relative to the best compared isomer or geometry (same formula, charge and spin) in eV: 2.086

```
11
Properties=species:S:1:pos:R:3:nbo_charge:R:1
C -2.45 0.71 -3.30 1.0543
C 0.61 0.01 -0.43 -0.5283
C -0.59 0.29 0.43 -0.4949
C -0.56 0.86 -0.96 -0.4275
O -3.09 1.54 -2.90 -0.5295
O -1.98 -0.15 -3.87 -0.5546
Br -0.36 2.84 -0.75 -0.2287
H 1.51 0.50 -0.04 0.1756
H 0.78 -0.85 -1.01 0.1908
H -1.07 -0.62 0.60 0.1735
H -0.48 0.80 1.52 0.1694
```

=====

no.,calculated total energy (eV)
1,-22658.607
2,-8288.225
3,-8280.605
4,-8276.055
5,-17575.826
6,-30665.047
7,-20262.767
8,-26930.039
9,-12049.533
10,-28656.895
11,-4205.945
12,-4206.508
13,-4207.369
14,-37551.571
15,-24484.954
16,-158306.122
17,-160717.126
18,-113866.449
19,-78348.978